{"formula": "C4H6N2OS", "method": "wB97M-V/def2-TZVPD", "e_homo_ev": -8.60, "total_energy_ha": -738.75410, "de_lowest_kcal_mol": 157.24, "spin_multiplicity": 1, "total_charge": 0, "lumo_energy_ev": 0.276, "species": ["C", "C", "C", "C", "H", "H", "H", "H", "H", "H", "N", "N", "O", "S"], "coordinates": [[2.588846, -0.229193, 0.416307], [-0.189333, -0.012381, -0.596147], [-0.868528, -1.242601, -0.408390], [-2.404252, 0.020881, -0.187523], [2.162844, -0.349774, 1.690513], [3.459324, 0.643972, 0.207535], [3.021894, -1.484872, 0.168289], [-0.425250, -2.336614, -0.316069], [-3.392008, 0.703414, -0.284917], [-0.658312, 2.136139, 0.772612], [-2.207290, -1.218481, -0.228692], [-1.270150, 0.744581, -0.285901], [-1.323112, 2.144631, -0.083356], [1.505330, 0.480297, -0.864267]], "atomic_forces_ev_per_a": [[1.713, -1.817, 1.966], [-0.611, -2.816, 1.415], [3.570, -4.950, -0.659], [-3.753, 6.200, -0.182], [1.297, 0.938, -4.239], [-1.817, -2.886, 1.298], [-1.293, 4.223, 0.529], [-0.403, 2.687, -0.652], [2.227, -2.126, 0.721], [-2.452, 0.897, -2.995], [0.934, -1.820, -0.155], [-1.212, 3.252, -0.537], [3.154, -1.424, 2.925], [-1.355, -0.358, 0.563]], "nbo_charge": [-0.82, -0.15, -0.07, 0.17, 0.25, 0.25, 0.24, 0.21, 0.20, 0.48, -0.45, -0.09, -0.50, 0.28]}

=====

{"formula": "C4H6N2OS", "method": "wB97M-V/def2-TZVPD", "e_homo_ev": -8.94, "total_energy_ha": -738.84535, "de_lowest_kcal_mol": 99.98, "smiles": "C=CC(=S)O/C=N\\N", "spin_multiplicity": 1, "total_charge": 0, "lumo_energy_ev": -0.402, "species": ["C", "C", "C", "C", "H", "H", "H", "H", "H", "H", "N", "N", "O", "S"], "coordinates": [[-1.026555, -0.291698, -0.933262], [1.257862, -0.213415, -0.138617], [0.884143, 1.035112, 0.622099], [0.326918, 2.093776, 0.023153], [-1.487226, -2.385335, 1.224590], [-0.290940, -2.372670, 0.161354], [-1.576476, 0.448319, -1.593182], [1.422943, 1.045264, 1.569090], [-0.054753, 2.031486, -1.024019], [0.129537, 2.966486, 0.580000], [-0.926744, -1.766264, 0.745763], [-1.634813, -0.850189, -0.013613], [0.309528, -0.653858, -1.043845], [2.666570, -1.087013, -0.179512]], "atomic_forces_ev_per_a": [[0.351, 0.975, -0.355], [-0.094, -0.547, -1.091], [1.664, -0.653, -0.837], [-0.362, -1.723, -0.708], [-2.064, -0.983, 1.245], [-0.540, 1.191, 0.694], [1.334, -1.035, 0.687], [-0.613, 0.370, 0.082], [0.482, 0.177, 1.074], [-0.013, 1.019, 0.387], [2.536, 0.508, -1.980], [-2.123, -1.513, 1.367], [0.668, 0.960, -1.215], [-1.226, 1.253, 0.650]], "nbo_charge": [0.29, 0.22, -0.30, -0.31, 0.36, 0.36, 0.20, 0.24, 0.20, 0.21, -0.65, -0.26, -0.55, -0.02]}

=====

{"formula": "C4H6N2S", "method": "wB97M-V/def2-TZVPD", "e_homo_ev": -8.74, "total_energy_ha": -663.57129, "de_lowest_kcal_mol": 98.67, "smiles": "C#C/N=C\\CSN", "spin_multiplicity": 1, "total_charge": 0, "lumo_energy_ev": 0.072, "species": ["C", "C", "C", "C", "N", "N", "S", "H", "H", "H", "H", "H", "H"], "coordinates": [[0.305267, 1.454651, 0.154022], [1.878055, 1.595325, -1.593747], [2.609897, 1.613248, -2.518887], [0.420503, 0.168935, 0.789379], [0.994391, 2.047593, -0.775574], [-0.673300, -2.446632, 0.534383], [-0.204635, -1.217954, -0.453693], [-0.347736, 2.154295, 0.655221], [0.034272, -3.197361, 0.591259], [3.272927, 1.669479, -3.323458], [1.378679, -0.246911, 1.026553], [-0.206027, 0.105406, 1.664125], [-1.502137, -2.970291, 0.438687]], "atomic_forces_ev_per_a": [[1.649, 2.566, -0.951], [-0.154, -0.050, 0.339], [1.774, -0.458, -1.789], [-0.874, -3.000, -0.782], [-3.209, -0.424, 2.986], [2.200, -1.821, 1.293], [-0.005, 1.644, -0.335], [-0.513, -0.024, -0.010], [-0.172, 0.867, 0.119], [0.501, -0.207, -0.556], [0.816, 0.484, 0.036], [-0.304, -0.040, 0.160], [-1.707, 0.462, -0.510]], "nbo_charge": [0.14, 0.12, -0.26, -0.58, -0.42, -1.01, 0.37, 0.18, 0.37, 0.23, 0.24, 0.24, 0.39]}

=====

{"formula": "C4H6N2S", "method": "wB97M-V/def2-TZVPD", "e_homo_ev": -8.00, "total_energy_ha": -663.69297, "de_lowest_kcal_mol": 22.31, "smiles": "Cc1c[nH]c(S)n1", "spin_multiplicity": 1, "total_charge": 0, "lumo_energy_ev": 0.446, "species": ["C", "C", "C", "C", "H", "H", "H", "H", "H", "H", "N", "N", "S"], "coordinates": [[1.800686, -1.880117, -1.302534], [0.675692, -0.985549, -0.838060], [-0.608081, -0.950387, -1.204422], [-0.288552, 0.527556, 0.316891], [1.613001, -2.442454, -2.202859], [2.650906, -1.237357, -1.498392], [2.150776, -2.693959, -0.600898], [-1.091061, -1.529088, -1.962830], [-2.407585, -0.033972, -0.422272], [-1.918125, 1.579316, 1.658511], [-1.276516, -0.017343, -0.481697], [0.880992, -0.069362, 0.132565], [-0.481732, 1.668464, 1.602588]], "atomic_forces_ev_per_a": [[0.427, -0.431, 0.609], [1.177, -1.269, -0.270], [-1.003, -1.615, -1.648], [0.115, -1.129, 0.383], [-0.503, 0.135, -0.519], [0.323, -0.010, -0.015], [-0.613, 1.181, -0.146], [-0.289, -0.189, -0.147], [4.107, 0.563, 0.015], [2.064, 0.179, -0.071], [-2.695, 0.598, 0.709], [-0.798, 1.575, 0.730], [-2.313, 0.412, 0.369]], "nbo_charge": [-0.63, 0.09, -0.11, 0.16, 0.22, 0.22, 0.22, 0.21, 0.44, 0.13, -0.55, -0.46, 0.07]}

=====

{"formula": "C4H6N2S", "method": "wB97M-V/def2-TZVPD", "e_homo_ev": -8.78, "total_energy_ha": -663.59667, "de_lowest_kcal_mol": 82.75, "spin_multiplicity": 1, "total_charge": 0, "lumo_energy_ev": 0.008, "species": ["C", "C", "C", "C", "N", "N", "S", "H", "H", "H", "H", "H", "H"], "coordinates": [[1.394845, -0.421855, 0.686749], [1.693843, 0.332126, -0.574192], [-0.217284, 1.081468, 0.800835], [-1.643123, -0.707857, -0.523019], [0.416343, 0.023160, 1.350296], [0.936937, 1.287333, -0.831211], [-1.967599, 0.851786, 0.309453], [2.015558, -1.250867, 1.068302], [2.430428, 0.032635, -1.163155], [-0.245926, 1.960837, 1.255301], [-0.883310, -0.645039, -1.305476], [-2.486564, -1.128116, -1.206396], [-1.444153, -1.415609, 0.132509]], "atomic_forces_ev_per_a": [[0.610, -0.416, 0.587], [-3.182, 0.737, 2.726], [-0.634, -2.435, -5.113], [-2.547, 1.648, -5.028], [0.586, -0.986, 0.900], [-1.979, 0.629, 1.877], [1.252, -0.454, -0.409], [-0.443, 0.358, -0.240], [3.384, -1.220, -2.704], [0.752, 3.842, 2.174], [0.404, 0.434, 0.527], [0.690, 1.154, 1.611], [1.104, -3.292, 3.093]], "nbo_charge": [0.09, -0.07, -0.01, -0.76, -0.40, -0.35, 0.25, 0.20, 0.18, 0.20, 0.23, 0.24, 0.20]}

=====

{"formula": "C4H6N2S", "method": "wB97M-V/def2-TZVPD", "e_homo_ev": [-7.19, -7.38], "total_energy_ha": -663.57464, "de_lowest_kcal_mol": 96.57, "spin_multiplicity": 1, "total_charge": 0, "lumo_energy_ev": [0.249, 0.145], "species": ["C", "C", "C", "C", "N", "N", "S", "H", "H", "H", "H", "H", "H"], "coordinates": [[-0.615456, -0.626231, 0.047550], [1.821458, 0.103021, 0.108370], [-0.099522, 1.620813, -0.154381], [-1.230727, -1.899631, 0.038114], [-1.076376, 0.531190, -0.171576], [1.273507, 1.309361, 0.210238], [3.139071, -0.794862, -0.029196], [-0.297992, 2.246506, -1.037298], [-0.383285, 2.177650, 0.707225], [-0.470679, -2.678635, -0.292220], [-2.136603, -2.004851, -0.648838], [-1.714392, -2.154772, 0.969915], [1.790991, 2.170442, 0.252098]], "atomic_forces_ev_per_a": [[1.617, 4.171, -0.682], [-2.274, -0.105, -0.350], [-2.053, -0.106, 1.013], [-1.185, -3.063, -1.557], [1.726, -1.711, 0.161], [1.043, -1.850, -1.209], [-0.464, 0.789, 0.365], [0.857, -0.348, -0.015], [-0.747, 1.114, 0.483], [-1.047, 0.737, 0.717], [1.246, 0.557, 0.286], [0.531, -0.178, 0.710], [0.751, -0.008, 0.077]], "nbo_charge": [0.31, 0.05, -0.07, -0.75, -0.46, -0.63, 0.00, 0.20, 0.19, 0.25, 0.24, 0.25, 0.40]}

=====

{"formula": "C4H6N2S", "method": "wB97M-V/def2-TZVPD", "e_homo_ev": -8.66, "total_energy_ha": -663.43501, "de_lowest_kcal_mol": 184.19, "spin_multiplicity": 1, "total_charge": 0, "lumo_energy_ev": 0.085, "species": ["C", "C", "C", "C", "H", "H", "H", "H", "H", "H", "N", "N", "S"], "coordinates": [[3.510636, 0.893823, -1.821393], [1.941581, 0.248765, -1.504102], [1.093902, -0.040604, -0.675190], [0.003781, -0.289900, 0.341770], [3.656109, 1.935560, -0.935579], [3.261892, 1.050750, -3.059764], [4.637228, -0.030949, -1.686574], [0.577768, -2.183663, 1.116506], [-1.045887, 1.151929, -0.327336], [-1.881607, -0.553329, 2.231782], [-0.015096, -1.287140, 1.195828], [-1.049194, 0.450669, 0.289863], [-2.565929, -0.024218, 0.888413]], "atomic_forces_ev_per_a": [[-1.196, -1.072, -0.598], [3.631, 1.000, 1.801], [-0.786, 0.239, 0.298], [3.863, -5.237, 0.120], [-0.478, -3.458, -3.453], [1.717, 0.399, 3.758], [-4.104, 2.942, -0.306], [-0.552, 2.774, -0.238], [-0.144, 3.376, -2.544], [-1.609, 1.110, -2.919], [0.670, -0.843, -0.785], [-2.416, -0.118, 1.582], [1.404, -1.113, 3.286]], "nbo_charge": [-0.72, 0.01, -0.12, 0.38, 0.28, 0.26, 0.26, 0.38, 0.40, 0.21, -0.77, -0.70, 0.13]}

=====

{"formula": "C4H6N2S2", "method": "wB97M-V/def2-TZVPD", "e_homo_ev": -8.62, "total_energy_ha": -1061.55119, "de_lowest_kcal_mol": 229.03, "spin_multiplicity": 1, "total_charge": 0, "lumo_energy_ev": -0.652, "species": ["C", "C", "C", "C", "H", "H", "H", "H", "H", "H", "N", "N", "S", "S"], "coordinates": [[-0.262500, -0.343255, 1.195989], [-1.237272, 0.345257, 0.431851], [0.522727, -0.457395, -1.165154], [-0.523372, -0.961025, -0.108873], [1.836084, 0.069794, -0.258888], [0.784824, 1.400075, 2.325030], [-0.702054, -0.643770, 2.203981], [-2.366666, 0.337448, 0.682785], [0.694593, 1.189353, -2.368097], [-1.126361, -1.911342, -0.346334], [1.160085, -0.020563, 1.219532], [0.220212, 0.661354, -1.551724], [-0.723889, 1.735573, -0.489779], [1.723587, -1.401505, -1.770320]], "atomic_forces_ev_per_a": [[2.724, -1.180, 3.125], [-3.059, 0.185, -1.745], [-1.288, -6.388, 2.582], [-1.840, -0.527, -1.568], [-1.445, -0.508, 3.672], [1.302, -2.556, -2.580], [1.068, -0.445, -1.366], [2.162, -0.188, -0.281], [-0.667, -1.501, 1.932], [1.285, 1.610, 0.463], [-0.253, 3.136, 1.394], [-1.535, 9.134, -4.050], [0.359, -0.218, -1.278], [1.186, -0.553, -0.301]], "nbo_charge": [-0.15, -0.44, 0.05, -0.25, 0.42, 0.15, 0.24, 0.27, 0.44, 0.27, -0.68, -0.67, 0.46, -0.09]}

=====

{"formula": "C4H6N3", "method": "wB97M-V/def2-TZVPD", "e_homo_ev": [-14.39, -14.39], "total_energy_ha": -319.77712, "de_lowest_kcal_mol": 159.70, "spin_multiplicity": 1, "total_charge": 1, "lumo_energy_ev": [-8.021, -8.019], "species": ["C", "C", "C", "C", "N", "N", "N", "H", "H", "H", "H", "H", "H"], "coordinates": [[0.108618, -2.005374, 1.094244], [0.697896, -0.832729, 0.283286], [-1.165453, 2.446881, -0.861711], [1.855557, -0.630713, -0.339126], [-1.149917, -1.691241, 1.277085], [-1.401760, -0.504335, 0.798956], [-0.445733, 0.010647, 0.188448], [0.562352, -2.904612, 1.231138], [-0.664063, 2.481938, 0.035119], [-2.309002, 2.182447, -0.757344], [2.632792, -1.330170, -0.262583], [-0.701919, 2.480602, -1.764097], [1.980631, 0.296657, -0.923413]], "atomic_forces_ev_per_a": [[-1.177, 4.782, -2.584], [-1.465, -1.643, 1.071], [-4.556, -3.140, 1.921], [-1.131, 1.436, -0.186], [1.663, -3.885, 1.828], [-1.142, 2.848, -1.326], [0.725, 1.378, -0.660], [0.978, -2.410, 0.889], [1.279, 0.876, 1.924], [2.354, 0.794, -0.485], [1.065, -0.723, 0.051], [1.298, 0.387, -2.676], [0.109, -0.700, 0.233]], "nbo_charge": [0.13, -0.04, 0.15, -0.15, -0.25, 0.04, -0.20, 0.23, 0.20, 0.25, 0.24, 0.19, 0.23]}

=====

{"formula": "C4H6N3", "method": "wB97M-V/def2-TZVPD", "e_homo_ev": -15.51, "total_energy_ha": -319.91602, "de_lowest_kcal_mol": 72.54, "smiles": "C/C=[N+]1/C=NC=N1", "spin_multiplicity": 1, "total_charge": 1, "lumo_energy_ev": -6.313, "species": ["C", "C", "C", "C", "N", "N", "N", "H", "H", "H", "H", "H", "H"], "coordinates": [[-1.943183, -1.623342, 0.564736], [-0.405810, -1.627357, 2.130398], [-0.271637, 0.270561, -0.744124], [0.905910, 1.046596, -0.517365], [0.083466, -0.685923, 1.322503], [-0.703269, -0.512222, 0.274298], [-1.647529, -2.156501, 1.637495], [-2.586536, -1.508065, -0.320151], [-0.094361, -1.889914, 3.056781], [-0.893985, 0.499115, -1.631554], [1.528803, 0.733216, -1.303714], [1.324234, 0.963779, 0.497459], [0.765952, 2.145002, -0.788301]], "atomic_forces_ev_per_a": [[1.748, 2.335, -1.841], [-1.770, 3.219, -5.608], [-2.271, -0.429, 2.802], [0.112, 2.262, 0.653], [0.850, -1.857, 3.598], [-1.141, -0.869, -2.121], [-0.145, -0.190, -0.149], [-0.385, -0.966, 1.152], [1.398, -0.727, 2.479], [0.166, -0.899, 0.615], [1.714, -0.479, -1.041], [-0.025, -0.137, -0.817], [-0.249, -1.263, 0.277]], "nbo_charge": [0.31, 0.27, 0.35, -0.73, -0.24, -0.23, -0.37, 0.27, 0.24, 0.26, 0.29, 0.29, 0.30]}

=====

{"formula": "C4H6N3", "method": "wB97M-V/def2-TZVPD", "e_homo_ev": [-13.91, -13.80], "total_energy_ha": -319.84989, "de_lowest_kcal_mol": 114.04, "spin_multiplicity": 1, "total_charge": 1, "lumo_energy_ev": [-6.783, -6.834], "species": ["C", "C", "C", "C", "N", "N", "N", "H", "H", "H", "H", "H", "H"], "coordinates": [[0.945631, -1.218192, 1.958718], [0.699508, 0.196815, -1.357033], [-0.976923, 0.851016, 0.153492], [-0.745503, -0.621582, 0.093639], [1.543133, -1.343085, 2.921195], [0.121061, 1.222942, -0.805633], [0.175015, -0.892790, -0.872938], [1.528306, 0.192231, -2.075342], [-2.063136, 1.340139, -0.109010], [-0.813588, 1.224098, 1.139156], [-1.388986, -1.477232, 0.523147], [0.186411, 2.246231, -0.730889], [0.789071, -1.720590, -0.838503]], "atomic_forces_ev_per_a": [[-2.787, 1.027, -3.172], [0.734, 2.609, -0.324], [-1.086, -0.491, -1.895], [-0.548, -2.768, 3.077], [1.236, -0.281, 1.738], [-1.776, 2.334, 1.570], [0.143, -2.423, 0.266], [-0.382, 0.259, 0.375], [2.483, -1.643, 0.008], [0.543, 0.284, 0.816], [1.159, 1.745, -0.828], [1.274, -0.647, -1.471], [-0.992, -0.003, -0.162]], "nbo_charge": [-0.06, 0.40, -0.35, 0.22, -0.42, -0.47, -0.53, 0.29, 0.31, 0.32, 0.32, 0.48, 0.49]}

=====

{"formula": "C4H6N3", "method": "wB97M-V/def2-TZVPD", "e_homo_ev": -14.04, "total_energy_ha": -319.94740, "de_lowest_kcal_mol": 52.85, "spin_multiplicity": 1, "total_charge": 1, "lumo_energy_ev": -5.603, "species": ["C", "C", "C", "C", "N", "N", "N", "H", "H", "H", "H", "H", "H"], "coordinates": [[0.834721, 1.009238, -1.159396], [1.002211, 1.595844, 0.153014], [-0.353099, -0.849842, -0.417946], [-0.758806, 0.287719, 1.099846], [0.212631, -0.112812, -1.265125], [0.108395, 1.287209, 0.993390], [-0.401761, -2.137203, -0.245190], [0.930873, 1.644241, -2.031341], [1.622946, 2.462433, 0.322592], [-1.794463, 0.616500, 1.179169], [-0.501166, -0.490825, 1.812157], [-1.118114, -2.562580, 0.326757], [0.215631, -2.749923, -0.767928]], "atomic_forces_ev_per_a": [[-0.347, -0.793, -0.227], [-0.043, 0.093, 0.389], [-1.868, 1.213, 3.062], [-0.687, -2.041, -1.775], [1.124, 0.541, -1.608], [0.839, 1.207, 0.581], [0.568, -0.298, -0.452], [0.057, -0.028, -0.120], [0.132, 0.114, 0.032], [0.046, -0.135, 0.001], [0.197, 0.081, 0.088], [0.161, 0.113, 0.037], [-0.177, -0.068, -0.008]], "nbo_charge": [0.11, 0.09, 0.49, -0.18, -0.38, -0.27, -0.72, 0.24, 0.24, 0.26, 0.27, 0.44, 0.43]}

=====

- Number 5 is which compound?
  C4H6N2S